# 1
{
  "formula": "C7H7O3",
  "method": "ωB97M-V with the def2-TZVPD basis set",
  "species": ["C", "C", "C", "C", "C", "C", "O", "O", "C", "O", "H", "H", "H", "H", "H", "H", "H"],
  "coordinates": [[-1.5223, 1.6737, -1.1794], [-1.0025, 0.8039, -0.0490], [0.0422, -0.0171, -0.2239], [0.9848, -0.8426, -0.1331], [2.2647, -0.4505, 0.6504], [0.8685, -2.4195, -0.4355], [-0.1592, -2.6589, -1.0190], [1.8557, -3.0776, -0.1552], [-1.6613, 0.8928, 1.2389], [-1.3630, 0.3177, 2.2641], [-0.7940, 1.7132, -1.9366], [-1.8209, 2.6158, -0.9495], [-2.4960, 1.2133, -1.5535], [2.6755, 0.3838, 0.2405], [2.8398, -1.3372, 0.5032], [1.9085, -0.2474, 1.6332], [-2.6205, 1.4364, 1.1044]],
  "forces_ev_per_angstrom": [[-1.48, -3.62, -0.06], [1.18, 0.33, -0.68], [-2.40, 1.65, 0.28], [2.50, -1.39, 1.48], [-2.51, -1.85, -0.82], [0.48, 2.04, -0.54], [-2.29, -1.26, -1.00], [1.07, -0.82, 0.68], [-0.48, -1.20, -0.67], [-0.04, 0.50, 0.21], [0.68, -0.03, -1.20], [-0.48, 3.04, 1.21], [1.23, 0.29, -0.05], [1.48, 2.45, -1.09], [0.89, -0.44, 0.56], [0.27, -0.09, 1.01], [-0.11, 0.40, 0.67]],
  "homo_ha": -0.16362,
  "molar_mass_g_mol": 139.13,
  "e_lumo_ev": 3.51,
  "max_force_ev_per_a": 3.91,
  "charge": -1,
  "multiplicity": 1,
  "gap_ev": 7.9606,
  "smiles": "CC(=C=C(C)C(=O)[O-])C=O",
  "relative_energy_kcal_mol": 63.7
}

# 2
{
  "formula": "C7H8",
  "method": "ωB97M-V with the def2-TZVPD basis set",
  "species": ["C", "C", "C", "C", "C", "C", "C", "H", "H", "H", "H", "H", "H", "H", "H"],
  "coordinates": [[2.5441, 0.7016, 0.3029], [1.5586, 1.0918, -0.2794], [0.2466, 1.0456, -0.9333], [-0.2907, -0.0294, 0.0686], [-0.0487, -1.4716, -0.4135], [-1.5790, 0.2001, 0.6960], [-2.5095, 0.4048, 1.4320], [3.0083, 0.1179, 1.0697], [0.3780, 0.7068, -1.9699], [-0.3515, 1.9652, -0.9319], [0.3727, 0.2490, 0.9207], [-0.9254, -1.8661, -0.9387], [0.8108, -1.5323, -1.0947], [0.1463, -2.1283, 0.4395], [-3.3473, 0.5917, 2.0614]],
  "forces_ev_per_angstrom": [[-0.68, 0.09, 0.05], [1.54, 0.54, -0.84], [0.19, 0.01, 0.19], [-0.01, -0.01, 0.61], [-0.05, -0.01, 0.10], [-0.85, 0.11, 0.18], [0.12, -0.05, -0.39], [0.59, 0.40, -0.22], [-0.33, -0.08, 0.28], [0.36, -0.16, 0.16], [-0.79, -1.19, -0.24], [0.12, 0.16, 0.06], [-0.16, 0.13, 0.27], [-0.06, 0.07, -0.13], [0.02, -0.03, -0.07]],
  "homo_ha": -0.34706,
  "molar_mass_g_mol": 92.14,
  "e_lumo_ev": 0.94,
  "max_force_ev_per_a": 1.83,
  "multiplicity": 1,
  "gap_ev": 10.3789,
  "smiles": "C#CC[C@H](C)C#C",
  "relative_energy_kcal_mol": 116.4
}

# 3
{
  "formula": "C7H8",
  "method": "ωB97M-V with the def2-TZVPD basis set",
  "species": ["C", "C", "C", "C", "C", "C", "C", "H", "H", "H", "H", "H", "H", "H", "H"],
  "coordinates": [[-0.2028, -1.5118, -0.4959], [-0.5237, -0.1139, -0.0671], [0.3716, 0.9849, -0.6211], [1.7959, 0.8451, -0.3038], [2.9641, 0.7243, -0.0305], [-1.3805, 0.2253, 0.9283], [-2.4329, -0.0749, 1.7881], [0.1432, -1.5375, -1.5339], [0.6307, -1.8825, 0.1198], [-1.0465, -2.1943, -0.3628], [-0.8509, 1.0541, 1.4256], [0.2475, 0.9844, -1.7139], [0.0122, 1.9633, -0.2758], [3.9972, 0.6222, 0.2120], [-3.4275, -0.0866, 1.3010]],
  "forces_ev_per_angstrom": [[-0.10, -0.04, -0.09], [0.20, -0.20, -0.11], [-0.10, 0.03, -0.04], [0.74, -0.14, 0.16], [-0.69, 0.05, -0.15], [-0.11, 0.06, 0.54], [0.30, -0.02, -0.54], [-0.11, -0.03, 0.07], [-0.18, 0.05, -0.13], [0.07, 0.11, -0.02], [-0.40, 0.58, 0.21], [0.09, -0.02, 0.14], [0.12, -0.20, -0.05], [-0.12, 0.01, -0.03], [0.29, -0.24, 0.03]],
  "homo_ha": [-0.30326, -0.29038],
  "molar_mass_g_mol": 92.14,
  "e_lumo_ev": [-0.61, -0.28],
  "max_force_ev_per_a": 0.77,
  "multiplicity": 1,
  "gap_ev": [7.6447, 7.6174],
  "relative_energy_kcal_mol": 158.0
}

# 4
{
  "formula": "C7H8",
  "method": "ωB97M-V with the def2-TZVPD basis set",
  "species": ["C", "C", "C", "C", "C", "C", "C", "H", "H", "H", "H", "H", "H", "H", "H"],
  "coordinates": [[-0.1310, -1.5492, -0.5462], [-0.2571, -0.1156, -0.0789], [0.2353, 0.9825, -0.9236], [1.0218, 0.6318, 0.3902], [2.2930, 0.1172, 0.0008], [-1.4292, 0.1603, 0.7317], [-2.4294, 0.3605, 1.3711], [-1.0035, -1.8232, -1.1470], [0.7805, -1.6681, -1.1322], [-0.0780, -2.2158, 0.3191], [0.8313, 1.3027, 1.2322], [0.7239, 0.7061, -1.8525], [-0.2702, 1.9435, -0.9099], [3.0455, 0.6445, 0.6279], [-3.3329, 0.5227, 1.9172]],
  "forces_ev_per_angstrom": [[0.03, -0.08, -0.02], [-0.22, -0.05, -0.17], [-0.20, -0.02, -0.26], [0.37, -0.03, 0.26], [-0.27, 0.28, 0.42], [-0.32, 0.11, 0.24], [0.29, -0.10, -0.23], [0.12, 0.04, 0.06], [-0.12, 0.00, 0.05], [-0.03, 0.04, -0.12], [0.11, -0.03, -0.25], [-0.03, 0.10, 0.20], [0.14, -0.18, 0.09], [-0.08, -0.08, -0.21], [0.20, 0.00, -0.06]],
  "homo_ha": -0.31402,
  "molar_mass_g_mol": 92.14,
  "e_lumo_ev": -0.09,
  "max_force_ev_per_a": 0.57,
  "multiplicity": 1,
  "gap_ev": 8.4559,
  "relative_energy_kcal_mol": 143.4
}

# 5
{
  "formula": "C7H8",
  "method": "ωB97M-V with the def2-TZVPD basis set",
  "species": ["C", "C", "C", "C", "C", "C", "C", "H", "H", "H", "H", "H", "H", "H", "H"],
  "coordinates": [[-0.7951, 0.6482, 1.3035], [0.1004, 0.2568, 0.1441], [-0.4100, 0.3474, -1.2309], [-0.1909, -1.0757, -0.6217], [-1.4566, -1.6974, -0.4340], [1.5207, 0.4867, 0.3395], [2.6952, 0.6764, 0.5208], [-0.7636, 1.7328, 1.4507], [-1.8193, 0.3322, 1.0970], [-0.4567, 0.1630, 2.2240], [0.7113, -1.5629, -0.9970], [-1.4417, 0.6496, -1.3704], [0.2722, 0.5837, -2.0406], [-1.3934, -2.7144, -0.8712], [3.7396, 0.8366, 0.6807]],
  "forces_ev_per_angstrom": [[-0.02, -0.02, 0.02], [0.03, 0.18, 0.02], [-0.05, 0.33, -0.08], [-0.14, -0.49, 0.05], [0.39, 0.04, -0.13], [0.31, 0.03, 0.04], [-0.29, -0.07, -0.05], [0.01, -0.16, -0.04], [0.15, 0.06, 0.04], [-0.05, 0.07, -0.13], [-0.16, 0.04, 0.08], [0.15, -0.06, 0.05], [-0.09, -0.08, 0.14], [-0.01, 0.13, 0.03], [-0.22, -0.02, -0.03]],
  "homo_ha": -0.31261,
  "molar_mass_g_mol": 92.14,
  "e_lumo_ev": -0.11,
  "max_force_ev_per_a": 0.51,
  "multiplicity": 1,
  "gap_ev": 8.3974,
  "relative_energy_kcal_mol": 143.0
}

# 6
{
  "formula": "C7H8BClO2",
  "method": "ωB97M-V with the def2-TZVPD basis set",
  "species": ["B", "C", "C", "C", "C", "C", "C", "C", "O", "O", "Cl", "H", "H", "H", "H", "H", "H", "H", "H"],
  "coordinates": [[2.2464, 0.7069, 0.2900], [-2.8463, -0.2980, 0.1779], [-2.4069, -1.1133, -0.8459], [-2.0229, 0.5305, 0.9502], [-1.0435, -1.1480, -1.0789], [-0.6153, 0.4234, 0.7520], [-0.1548, -0.3831, -0.2610], [1.3737, -0.4790, -0.3286], [2.2475, 1.8479, -0.5293], [2.9972, 0.4362, 1.3131], [1.9383, -0.9808, -1.9174], [-3.8292, -0.4178, 0.5086], [-3.0861, -1.5557, -1.5212], [-2.4547, 1.2018, 1.6037], [-0.5950, -1.6233, -1.8842], [0.0760, 0.9263, 1.2872], [1.6316, -1.6895, 0.4635], [3.0902, 2.3116, -0.5244], [3.4536, 1.3039, 1.5447]],
  "forces_ev_per_angstrom": [[-1.86, -0.03, -4.20], [-1.65, -2.61, -2.25], [0.93, 1.50, 0.62], [4.82, 0.65, 0.53], [-1.43, -0.72, -0.68], [-3.88, -1.35, -1.62], [3.58, 1.82, 2.08], [-1.88, -3.86, 2.49], [0.31, -0.68, 1.01], [2.40, 2.09, 2.63], [0.43, 0.13, -0.57], [-1.63, -0.04, 0.25], [-0.67, -0.85, -0.32], [-0.60, 1.36, 1.31], [0.36, -1.03, -1.45], [1.83, 1.86, 1.97], [-0.56, 3.20, -1.95], [-0.08, 0.30, 0.05], [-0.41, -1.75, 0.10]],
  "homo_ha": [-0.17776, -0.33725],
  "molar_mass_g_mol": 170.40,
  "e_lumo_ev": [0.07, -2.45],
  "max_force_ev_per_a": 4.97,
  "multiplicity": 3,
  "gap_ev": [4.9072, 6.7252],
  "relative_energy_kcal_mol": 0.0
}

What is the formula in the second record? C7H8

Number 4 is which compound? C7H8